(1)
Entry from OMol25: a 3-piece molecular cluster, C5H8O2 overall (the ωB97M-V functional and the def2-TZVPD basis).

Computed properties:
Spin multiplicity = 1
Relative energy (zero: lowest compared OMol25 entry of this formula, charge and spin) = 94.6 kcal/mol
Orbital gap = 9.5 eV

Atoms and positions in Å:
1 C -1.12 -1.23 -0.03
2 C -0.77 0.02 0.29
3 C 1.46 -0.31 0.82
4 C 0.65 -0.07 1.87
5 O -0.92 1.19 0.19
6 C -0.22 1.14 -2.05
7 O 0.92 1.52 -2.02
8 H -0.57 -2.14 0.14
9 H -0.50 0.08 -1.89
10 H -2.09 -1.25 -0.50
11 H 1.72 -1.32 0.53
12 H 1.87 0.49 0.21
13 H 0.24 -0.87 2.49
14 H 0.42 0.95 2.17
15 H -1.08 1.81 -2.22

***

(2)
Entry from OMol25: C19H27N3O7S as an isolated structure (the ωB97M-V functional and the def2-TZVPD basis).

Computed properties:
Spin multiplicity = 1
Relative energy (zero: lowest compared OMol25 entry of this formula, charge and spin) = 507.0 kcal/mol
Orbital gap = 7.4 eV

Atoms and positions in Å:
1 C -0.04 4.02 3.61
2 C -0.88 2.91 4.01
3 O -1.31 2.18 2.86
4 C -2.22 2.66 1.99
5 C -2.39 1.77 0.82
6 H -3.27 2.02 0.16
7 H -1.60 1.26 0.21
8 C -3.11 0.41 1.28
9 N -2.07 -0.36 1.92
10 C -1.41 -1.48 1.50
11 O -2.05 -2.12 0.41
12 C -0.22 -1.79 2.05
13 N 0.98 -0.67 2.14
14 C 0.99 -0.09 3.28
15 O 0.61 -0.20 4.29
16 C 2.18 0.83 3.08
17 H 3.29 0.40 3.22
18 O 2.11 1.61 1.90
19 C 1.76 1.05 0.84
20 C 2.18 1.34 -0.44
21 C 2.11 0.76 -1.66
22 C 1.42 -0.74 -1.56
23 C 0.99 -1.12 -0.28
24 C 1.18 -0.50 0.88
25 H 0.55 -1.82 -0.38
26 S 1.35 -1.56 -2.88
27 O 1.55 -2.99 -2.48
28 O 2.23 -1.11 -3.88
29 N -0.05 -1.44 -3.70
30 C -1.26 -1.81 -2.95
31 H -1.12 -2.51 -2.38
32 C -1.88 -0.51 -2.30
33 H -2.96 -0.91 -1.84
34 O -2.01 0.52 -3.05
35 C -0.85 0.97 -3.61
36 H -1.39 1.87 -4.19
37 C -0.22 0.08 -4.47
38 H 0.68 -0.02 -4.67
39 H -0.90 -0.33 -5.32
40 H -0.38 1.21 -2.87
41 H -1.25 -0.47 -1.24
42 H -2.08 -2.37 -3.84
43 H 2.46 0.98 -2.63
44 H 2.83 2.37 -0.49
45 H 2.08 1.73 3.78
46 H 0.32 -2.70 1.91
47 H -0.27 -2.06 3.37
48 H -1.48 0.07 2.91
49 H -4.01 0.59 2.02
50 H -3.53 -0.40 0.41
51 H -3.18 2.87 2.56
52 H -1.97 3.64 1.50
53 H -0.38 2.34 4.65
54 H -1.74 3.09 4.51
55 H 0.85 3.70 3.08
56 H 0.21 4.36 4.55
57 H -0.52 4.87 2.97

***

(3)
Entry from OMol25: a 2-piece molecular cluster, C2H10NO overall (the ωB97M-V functional and the def2-TZVPD basis).

Computed properties:
Spin multiplicity = 2
Relative energy (zero: lowest compared OMol25 entry of this formula, charge and spin) = 14.1 kcal/mol
Orbital gap (alpha / beta) = 4.0 / 12.5 eV

Atoms and positions in Å:
1 N 2.37 -0.56 -0.50
2 H 2.75 -1.19 -1.22
3 H 1.23 -0.23 -0.79
4 H 3.01 0.25 -0.49
5 H 2.27 -0.92 0.48
6 C -0.73 -0.04 0.50
7 O -0.05 0.08 -0.77
8 C -2.04 0.69 0.56
9 H -0.05 0.28 1.29
10 H -0.86 -1.12 0.67
11 H -0.63 0.15 -1.51
12 H -2.28 1.06 1.56
13 H -2.89 0.04 0.33
14 H -2.10 1.53 -0.11

***

(4)
Entry from OMol25: C10H30ClN8O6Zr as an isolated structure (the ωB97M-V functional and the def2-TZVPD basis).

Computed properties:
Spin multiplicity = 2
Orbital gap (alpha / beta) = 4.2 / 7.5 eV

Atoms and positions in Å:
1 Zr -0.76 0.79 0.23
2 C 3.79 1.27 0.46
3 C 2.74 0.72 -0.57
4 C 3.25 -0.60 -1.04
5 O 1.38 0.64 -0.18
6 H 3.90 0.61 1.31
7 H 3.55 2.29 0.78
8 H 4.79 1.39 0.02
9 H 2.81 1.37 -1.44
10 H 2.96 -1.29 -0.25
11 H 4.32 -0.59 -1.29
12 H 2.69 -0.92 -1.91
13 C -0.04 -3.56 -0.37
14 C -1.41 -2.71 -0.26
15 C -2.31 -3.31 0.82
16 O -1.39 -1.29 -0.23
17 H 0.45 -3.51 0.60
18 H 0.78 -3.27 -1.02
19 H -0.24 -4.58 -0.69
20 H -1.76 -3.05 -1.23
21 H -3.33 -2.97 0.66
22 H -2.07 -2.90 1.81
23 H -2.28 -4.40 0.80
24 Cl -2.60 0.89 2.14
25 C 0.82 3.17 2.00
26 O -0.01 2.36 1.60
27 N 1.63 2.94 3.01
28 N 0.88 4.39 1.58
29 H 1.44 2.10 3.54
30 H 2.36 3.61 3.23
31 H 0.22 4.69 0.88
32 H 1.70 4.94 1.78
33 C 0.92 -0.95 2.91
34 O 0.26 -0.41 2.05
35 N 1.07 -0.67 4.12
36 N 1.55 -2.11 2.77
37 H 0.31 -0.15 4.54
38 H 1.78 -0.93 4.79
39 H 1.53 -2.60 1.89
40 H 2.15 -2.32 3.57
41 C -3.80 0.94 -1.51
42 O -2.78 1.10 -0.85
43 N -4.55 1.86 -2.05
44 N -4.44 -0.15 -1.67
45 H -5.50 1.63 -2.30
46 H -4.09 2.76 -2.02
47 H -4.22 -0.93 -1.07
48 H -5.12 -0.19 -2.42
49 C -0.33 0.51 -3.22
50 O -0.60 0.60 -2.03
51 N -0.01 1.51 -3.98
52 N -0.80 -0.55 -3.87
53 H 0.38 2.31 -3.49
54 H -0.33 1.39 -4.93
55 H -1.42 -1.13 -3.33
56 H -0.23 -0.75 -4.69

***

(5)
Entry from OMol25: a single C10H15N3O2 molecule (the ωB97M-V functional and the def2-TZVPD basis).

Computed properties:
Spin multiplicity = 1
Relative energy (zero: lowest compared OMol25 entry of this formula, charge and spin) = 182.2 kcal/mol
Orbital gap = 8.8 eV

Atoms and positions in Å:
1 C -1.84 1.57 -1.09
2 C -1.19 -0.78 -1.03
3 C -0.56 1.97 -1.13
4 C -2.12 0.15 -1.28
5 C 2.15 -1.33 2.15
6 C 1.00 -0.43 2.69
7 C 2.21 -0.84 0.70
8 C -0.02 -0.29 1.53
9 C 0.26 -0.54 -0.89
10 C -3.56 -0.26 -1.45
11 N 0.45 1.02 -1.43
12 N 0.79 -0.58 0.33
13 N 1.71 1.44 -1.78
14 O 1.79 2.60 -2.07
15 O 2.56 0.61 -1.81
16 H -2.55 2.24 -0.81
17 H -1.36 -1.84 -0.92
18 H -0.31 2.97 -0.94
19 H 3.01 -1.13 2.65
20 H 2.12 -2.49 2.36
21 H 0.48 -0.81 3.49
22 H 1.30 0.61 2.91
23 H 2.72 0.05 0.65
24 H 2.73 -1.57 0.19
25 H -0.84 -0.90 1.80
26 H -0.26 0.73 1.36
27 H 0.95 -1.07 -1.75
28 H -3.87 0.31 -2.31
29 H -4.01 -0.16 -0.51
30 H -3.74 -1.28 -1.61

***

(6)
Entry from OMol25: a 2-piece molecular cluster, C4H12N2 overall (the ωB97M-V functional and the def2-TZVPD basis).

Computed properties:
Spin multiplicity = 2
Relative energy (zero: lowest compared OMol25 entry of this formula, charge and spin) = 23.6 kcal/mol
Orbital gap (alpha / beta) = 7.1 / 3.4 eV
Net charge = +1

Atoms and positions in Å:
1 C -1.76 -2.47 3.28
2 C -0.68 -1.64 3.10
3 N -0.56 -0.96 1.96
4 H -2.58 -2.49 2.58
5 H -1.87 -3.01 4.21
6 H 0.12 -1.45 3.81
7 H -1.29 -1.14 1.27
8 H -0.01 -0.11 1.81
9 C 1.08 0.16 -2.63
10 N 1.15 1.24 -1.66
11 C 0.46 2.49 -1.86
12 H 0.13 -0.37 -2.67
13 H 1.36 0.48 -3.64
14 H 1.75 -0.61 -2.23
15 H 2.12 1.42 -1.46
16 H 1.09 3.32 -2.19
17 H -0.21 2.70 -1.02
18 H -0.29 2.42 -2.66

***

What is the formula in the fourth record? C10H30ClN8O6Zr